1.
The following is a quantum chemistry calculation of a molecular structure, C3H4Br3NO2, from OMol25.

Cartesian coordinates (Å):
C: 1.4268 -0.7478 -0.9985
C: 0.3660 -1.5861 -1.0737
C: -1.3800 0.5976 0.6564
N: -0.3212 1.2817 0.6013
O: 0.3785 1.6328 -0.3597
O: 0.1950 1.4754 1.9102
Br: -0.3134 -2.5879 0.2858
Br: -2.2490 0.1214 2.2269
Br: -2.4115 0.4506 -0.9726
H: 1.0344 1.8795 1.7328
H: 1.7743 -0.3108 -0.0837
H: 1.6925 -0.3690 -1.9457
H: -0.1924 -1.8375 -1.9796

Cartesian forces (eV/Å) of the 6 atoms listed first:
-2.763 -1.559 -0.080
1.665 1.076 -1.092
-3.308 -0.718 -1.512
2.220 0.216 0.812
-0.451 0.675 0.436
-0.586 -0.133 -0.239

The value obtained for the gap between HOMO and LUMO is 0.3354 Eh. The calculation puts the highest occupied orbital energy at -0.331 Ha. The LUMO energy comes out at 0.004 Ha. The energy above the lowest of the compared OMol25 structures with the same formula, charge and spin comes out at 0.0 kcal per mole.



2.
The following is a quantum chemistry calculation of a molecular structure, C4H6GaO5, from OMol25.

Cartesian coordinates (Å):
O: 2.8025 -1.6901 -0.6095
C: 1.8474 -0.8406 -0.8960
O: 2.0388 0.4202 -0.5641
O: 0.7154 -1.3074 -1.0707
H: 3.5977 -1.2671 -0.2585
Ga: 3.5308 1.5973 -0.6803
H: 0.9059 0.9042 -0.2247
C: -1.0475 -0.2531 -0.9289
C: -0.8777 0.8759 -0.1120
O: -1.3665 0.8393 1.1937
C: -2.4767 0.1782 1.4596
O: -2.5807 0.1947 2.7638
H: -1.0573 -0.0163 -1.9955
H: -1.6221 -1.0961 -0.5424
H: -1.1051 1.8446 -0.5652
H: -3.3048 -0.3838 3.0307

Cartesian forces (eV/Å) of the 6 atoms listed first:
0.367 0.477 -0.881
-2.693 -3.247 2.398
-3.333 1.174 0.445
0.940 0.749 -0.965
0.271 -0.214 0.004
2.341 2.012 -0.232

Its spin multiplicity is 2. The value obtained for the gap between HOMO and LUMO (spin up / spin down) is 0.3443 / 0.2172 Eh. The calculation puts the highest occupied orbital energy (spin up / spin down) at -0.667 / -0.665 Ha. The LUMO energy (spin up / spin down) comes out at -0.323 / -0.448 Ha. Its expectation value of S² is 0.75. The energy above the lowest of the compared OMol25 structures with the same formula, charge and spin comes out at 38.9 kcal per mole. The net charge is +2.



3.
The following is a quantum chemistry calculation of a molecular structure, C47H53GeIrN8Se, from OMol25.

Cartesian coordinates (Å):
Ir: -0.5363 0.5861 -0.2359
C: 1.9384 3.2595 0.5190
N: 2.5672 1.9406 0.4112
C: 3.6535 1.8871 -0.4968
C: 2.0778 0.8593 1.0357
N: 0.7154 0.8591 1.2828
C: 0.3168 0.5221 2.5946
C: 0.9257 1.2277 3.6468
C: 0.8442 0.6720 4.9324
C: 0.4519 -0.6153 5.1037
C: -0.2728 -1.3044 4.1226
C: -0.7691 -2.6389 4.3507
C: -1.2243 -3.3467 3.2643
C: -1.5897 -2.6560 2.1092
C: -1.3031 -1.2964 1.9195
N: -1.8273 -0.6495 0.7931
C: -3.1360 -0.7622 0.4846
N: -3.6083 -0.9897 -0.7876
C: -2.7726 -1.7540 -1.7734
C: -4.8727 -0.4625 -1.3277
N: -4.0084 -0.7366 1.5021
C: -5.1404 -1.6431 1.5007
C: -3.8317 -0.0594 2.7926
C: -0.4828 -0.6824 2.8805
N: 2.8697 -0.1481 1.5074
C: 2.4256 -1.5408 1.4793
C: 4.1438 0.0051 2.1262
H: 2.7361 4.0123 0.3518
H: 1.5590 3.4981 1.5301
H: 1.1789 3.4772 -0.2449
H: 3.4142 2.4087 -1.4563
H: 3.8660 0.8221 -0.6841
H: 4.6274 2.2477 -0.0470
H: 1.3427 2.2297 3.4044
H: 1.1416 1.3170 5.7721
H: 0.5974 -1.1184 6.0572
H: -0.5489 -3.1101 5.2777
H: -1.4230 -4.4000 3.3825
H: -2.1224 -3.1532 1.3050
H: -2.0091 -2.3172 -1.2246
H: -2.2886 -1.1107 -2.5386
H: -3.4654 -2.4484 -2.2971
H: -5.4383 0.0355 -0.5554
H: -5.4927 -1.2900 -1.6464
H: -4.7533 0.1668 -2.2493
H: -5.1125 -2.2182 0.5700
H: -6.0783 -1.0653 1.5473
H: -5.0609 -2.3713 2.3206
H: -2.8979 0.4540 2.8108
H: -3.8786 -0.8400 3.5636
H: -4.7221 0.6012 2.8932
H: 1.5092 -1.7221 0.8479
H: 2.2081 -1.8655 2.5201
H: 3.2092 -2.1551 1.0783
H: 4.1134 0.5885 3.0524
H: 4.7821 0.6426 1.4994
H: 4.5296 -1.0148 2.3039
C: -1.3573 5.9091 -0.0837
N: -1.5788 4.8860 0.9217
C: -1.9702 3.5702 0.6437
Se: -1.7498 2.7495 -1.0244
N: -2.4709 3.0220 1.8187
C: -2.3827 3.9637 2.8568
C: -2.6037 3.8592 4.2280
C: -2.1802 4.8752 5.0579
C: -1.6547 6.0528 4.5237
C: -1.4415 6.1520 3.1118
C: -1.7975 5.0828 2.3069
H: -1.1124 5.3957 -1.0606
H: -0.4180 6.4781 0.1771
H: -2.1837 6.6092 -0.2496
H: -2.6719 2.0490 1.9534
H: -3.1217 2.9567 4.6276
H: -2.4432 4.8596 6.1441
H: -1.3390 6.8699 5.1735
H: -1.0539 7.0377 2.6137
C: 0.3808 -0.4401 -1.2539
Ge: 1.2829 -1.4633 -2.7308
C: 1.2518 -0.3070 -4.3534
C: 0.5388 0.9185 -4.4102
C: 0.6911 1.7557 -5.5303
C: 1.4210 1.3636 -6.6580
C: 2.0354 0.1153 -6.6140
C: 1.9548 -0.7178 -5.4938
C: 0.2276 -3.1282 -2.9780
C: -0.2654 -3.6139 -4.1986
C: -0.8381 -4.8482 -4.2288
C: -0.9524 -5.6896 -3.1532
C: -0.4928 -5.2267 -1.9253
C: 0.0234 -3.9607 -1.8233
C: 3.1639 -2.0742 -2.6754
C: 4.2246 -1.1983 -2.9805
C: 5.5415 -1.5930 -2.9325
C: 5.8315 -2.8545 -2.4810
C: 4.8340 -3.7376 -2.1742
C: 3.4772 -3.3802 -2.3025
H: -0.1954 1.1417 -3.6406
H: 0.1732 2.7300 -5.5687
H: 1.4646 2.0304 -7.5318
H: 2.6962 -0.1951 -7.4347
H: 2.6210 -1.6092 -5.5035
H: -0.2586 -3.0614 -5.1486
H: -1.2875 -5.2028 -5.1627
H: -1.5218 -6.6006 -3.3181
H: -0.8186 -5.7649 -1.0107
H: 0.2627 -3.5939 -0.8261
H: 4.0100 -0.1414 -3.3030
H: 6.3514 -0.9070 -3.1271
H: 6.8754 -3.1589 -2.3639
H: 5.0623 -4.7473 -1.7867
H: 2.6867 -4.0515 -1.9981

Cartesian forces (eV/Å) of the 6 atoms listed first:
-3.543 1.838 -1.081
0.493 0.809 0.250
-0.346 1.073 0.224
1.877 -0.833 -0.491
-2.620 -0.359 1.796
2.926 0.385 1.391

Its spin multiplicity is 5. The value obtained for the gap between HOMO and LUMO (spin up / spin down) is 0.1215 / 0.2184 Eh. The calculation puts the highest occupied orbital energy (spin up / spin down) at -0.113 / -0.217 Ha. The LUMO energy (spin up / spin down) comes out at 0.008 / 0.001 Ha. Its expectation value of S² is 6.04. The energy above the lowest of the compared OMol25 structures with the same formula, charge and spin comes out at 10.4 kcal per mole.



4.
The following is a quantum chemistry calculation of a single C5H7NO molecule, from OMol25.

Cartesian coordinates (Å):
C: 0.3775 -0.8945 0.4495
C: 1.8206 -0.7621 0.7774
N: -0.6063 -0.5170 1.2491
C: -1.3522 0.9209 0.4089
C: -0.8369 0.9430 -0.8524
C: -1.2198 0.8099 -2.1025
O: -1.8369 1.6714 1.1959
H: -0.2810 -0.1023 2.1228
H: 0.1063 -1.3495 -0.4967
H: 2.3935 -0.5573 -0.1285
H: 2.1867 -1.7113 1.1856
H: 1.9991 0.0278 1.5088
H: -0.4899 0.6823 -2.8973
H: -2.2607 0.8386 -2.4206

Cartesian forces (eV/Å) of the 6 atoms listed first:
-0.976 0.949 1.290
0.085 -0.276 0.055
1.008 -0.722 -1.153
-1.304 1.760 0.176
0.891 -0.936 -0.101
-0.252 -0.025 -0.186

The value obtained for the gap between HOMO and LUMO is 0.2740 Eh. The calculation puts the highest occupied orbital energy at -0.285 Ha. The LUMO energy comes out at -0.011 Ha. The energy above the lowest of the compared OMol25 structures with the same formula, charge and spin comes out at 103.2 kcal per mole.



5.
The following is a quantum chemistry calculation of a molecular structure, C2H3IN2O, from OMol25.

Cartesian coordinates (Å):
C: -1.0027 0.4944 0.3850
C: 0.3287 -0.5995 1.4345
N: 0.1461 0.7348 -0.1589
N: 1.0187 0.0197 0.5200
O: -0.9403 -0.3312 1.3926
I: 1.3332 0.1168 -3.7457
H: 0.4800 0.0120 -2.3292
H: -1.9293 0.9328 0.3487
H: 0.5656 -1.3796 2.1532

Cartesian forces (eV/Å) of the 6 atoms listed first:
0.285 1.123 -0.797
2.472 -1.688 0.779
-2.103 1.457 -1.154
1.545 -2.059 1.809
-1.087 -0.559 0.860
-0.475 -0.109 0.712

The value obtained for the gap between HOMO and LUMO is 0.3766 Eh. The calculation puts the highest occupied orbital energy at -0.352 Ha. The LUMO energy comes out at 0.025 Ha. The energy above the lowest of the compared OMol25 structures with the same formula, charge and spin comes out at 33.3 kcal per mole.



6.
The following is a quantum chemistry calculation of a molecular structure, C8H10CeO5, from OMol25.

Cartesian coordinates (Å):
Ce: -0.0562 0.0925 -0.2345
O: -1.5409 -2.5267 -2.1301
C: -1.0569 -1.6394 -1.5654
C: 0.7058 2.5553 0.5460
O: 1.0880 3.5392 1.0426
C: -2.4002 0.8931 0.3641
O: -3.4717 1.1338 0.7402
C: 2.0159 0.0447 -1.8145
O: 3.0280 -0.1546 -2.3513
C: -1.2620 1.5429 -3.3626
H: -0.5804 0.8674 -3.9085
H: -2.2744 1.1941 -3.0930
C: -0.7783 2.6587 -2.7960
H: -1.3865 3.1729 -2.0508
H: 0.2926 2.8568 -2.8501
C: 1.1946 -2.3803 3.1401
C: 0.2285 -1.6845 2.2223
O: 0.9346 -0.5945 1.6938
H: 2.0644 -2.7301 2.5543
H: 0.7405 -3.2104 3.6913
H: 1.5784 -1.6401 3.8572
H: -0.1241 -2.3204 1.4273
H: -0.6785 -1.3455 2.6903
H: 1.7391 -0.3248 2.1871

Cartesian forces (eV/Å) of the 6 atoms listed first:
1.499 1.672 1.084
2.367 4.369 2.706
-3.791 -6.716 -4.532
2.313 6.082 3.000
-2.114 -5.341 -2.795
-7.023 1.659 2.348

Its spin multiplicity is 2. The value obtained for the gap between HOMO and LUMO (spin up / spin down) is 0.2414 / 0.2454 Eh. The calculation puts the highest occupied orbital energy (spin up / spin down) at -0.773 / -0.773 Ha. The LUMO energy (spin up / spin down) comes out at -0.531 / -0.528 Ha. Its expectation value of S² is 0.75. The energy above the lowest of the compared OMol25 structures with the same formula, charge and spin comes out at 0.0 kcal per mole. The net charge is +3.



> Look up the energy above the lowest of the compared OMol25 structures with the same formula, charge and spin of the fifth one.

33.3 kcal per mole



> What is the formula in the first record?

C3H4Br3NO2



> What is the energy above the lowest of the compared OMol25 structures with the same formula, charge and spin in the second record?

38.9 kcal per mole



> Which value of energy above the lowest of the compared OMol25 structures with the same formula, charge and spin does entry 5 give?

33.3 kcal per mole